1.
48
Properties=species:S:1:pos:R:3 method="wB97M-V/def2-TZVPD" e_tot_ha=-2061.73900 homo_energy_ev=-10.937 gap_ev=5.0 lumo_energy_ev=-5.93 max_force_ev_per_a=2.61 total_charge=+1 mol_weight_g_mol=386.42
Cl 5.610 0.286 0.695
C 3.992 0.013 1.164
C 3.701 -0.506 2.437
C 2.379 -0.731 2.791
C 1.307 -0.507 1.875
C 0.012 -1.019 2.230
C -1.276 -0.475 1.911
C -2.358 -0.833 2.774
C -3.679 -0.614 2.413
C -3.959 0.001 1.181
Cl -5.575 0.238 0.688
C -2.918 0.481 0.373
C -1.595 0.309 0.776
C 1.634 0.075 0.629
C 2.956 0.345 0.279
H 4.524 -0.745 3.108
H 2.164 -1.166 3.766
H 0.018 -1.580 3.186
H -2.149 -1.356 3.705
H -4.506 -0.934 3.041
H -3.139 0.976 -0.571
H -0.803 0.725 0.158
H 0.856 0.208 -0.122
H 3.180 0.770 -0.698
C -1.846 -4.344 -0.329
Si -0.059 -3.940 0.067
C 0.744 -5.468 0.796
C 0.832 -3.509 -1.542
C 0.842 -4.600 -2.614
C -0.200 -4.691 -3.551
C -0.232 -5.727 -4.481
C 0.790 -6.683 -4.500
C 1.839 -6.598 -3.577
C 1.867 -5.560 -2.649
H 0.011 -2.739 1.115
H -1.960 -5.154 -1.058
H -2.386 -4.644 0.576
H -2.359 -3.467 -0.733
H 0.736 -6.334 0.124
H 1.788 -5.266 1.054
H 0.237 -5.770 1.719
H 0.359 -2.610 -1.964
H 1.873 -3.251 -1.296
H -0.992 -3.939 -3.515
H -1.050 -5.775 -5.204
H 0.777 -7.478 -5.236
H 2.648 -7.331 -3.590
H 2.674 -5.480 -1.916

2.
95
Properties=species:S:1:pos:R:3 method="wB97M-V/def2-TZVPD" e_tot_ha=-5301.46529 homo_energy_ev=-7.189 gap_ev=7.7 lumo_energy_ev=0.48 max_force_ev_per_a=0.32 total_charge=0 mol_weight_g_mol=804.78
In 0.423 0.045 0.311
C 1.901 -1.999 6.628
C 1.735 -2.054 5.132
C 2.274 -3.096 4.399
C 2.124 -3.101 3.012
C 2.768 -4.174 2.173
C 1.417 -2.088 2.398
C 0.844 -1.002 3.102
C 1.039 -1.026 4.493
N 0.133 -0.031 2.398
C -0.505 1.087 3.125
C 0.546 2.019 3.744
C -1.558 0.607 4.148
C -1.299 1.917 2.121
H 2.484 -2.845 6.991
H 0.933 -2.014 7.133
H 2.412 -1.083 6.932
H 2.831 -3.884 4.893
H 3.831 -4.261 2.406
H 2.673 -3.948 1.109
H 2.321 -5.154 2.360
H 1.374 -2.121 1.320
H 0.680 -0.227 5.120
H 1.214 1.522 4.443
H 0.062 2.848 4.265
H 1.164 2.436 2.943
H -1.244 -0.227 4.767
H -2.461 0.300 3.618
H -1.833 1.433 4.808
H -0.644 2.374 1.384
H -1.824 2.719 2.643
H -2.030 1.310 1.587
C 5.678 -1.074 -0.132
Si 4.330 0.164 0.255
C 4.844 1.833 -0.411
C 4.071 0.292 2.098
Se 2.529 -0.669 -0.885
H 6.636 -0.742 0.276
H 5.793 -1.199 -1.211
H 5.442 -2.050 0.296
H 5.830 2.094 -0.018
H 4.147 2.621 -0.125
H 4.909 1.816 -1.501
H 5.016 0.564 2.576
H 3.725 -0.648 2.526
H 3.334 1.060 2.349
C -0.068 3.984 -0.380
S 1.305 2.818 -0.375
C 1.413 2.555 -2.155
H -0.975 3.494 -0.734
H 0.179 4.830 -1.020
H -0.222 4.348 0.633
H 1.751 3.470 -2.639
H 0.448 2.239 -2.546
H 2.126 1.752 -2.325
N -2.111 -0.679 -2.887
C -1.100 -1.395 -3.404
S 0.294 -0.682 -3.984
N -1.262 -2.750 -3.520
C -2.301 -3.590 -3.075
C -2.981 -3.394 -1.874
C -3.978 -4.280 -1.487
C -4.283 -5.390 -2.257
C -3.579 -5.608 -3.435
C -2.606 -4.713 -3.846
H -1.835 0.208 -2.487
H -2.870 -1.143 -2.422
H -0.549 -3.171 -4.093
H -2.698 -2.587 -1.213
H -4.505 -4.101 -0.557
H -5.058 -6.078 -1.947
H -3.798 -6.472 -4.047
H -2.075 -4.874 -4.776
F -1.211 0.730 -0.621
C -2.246 -2.178 1.852
N -1.495 -3.297 1.319
C -1.541 -4.539 2.073
C -1.477 -5.708 1.112
C -0.214 -5.590 0.287
N -0.030 -4.239 -0.220
C 0.885 -4.123 -1.343
C -0.641 -3.140 0.284
O -0.436 -2.021 -0.244
H -3.297 -2.466 1.942
H -2.166 -1.323 1.187
H -1.867 -1.893 2.833
H -2.475 -4.548 2.635
H -0.718 -4.568 2.798
H -2.351 -5.681 0.458
H -1.483 -6.656 1.650
H -0.250 -6.268 -0.570
H 0.661 -5.869 0.885
H 0.446 -4.590 -2.229
H 1.818 -4.639 -1.106
H 1.100 -3.080 -1.548

3.
18
Properties=species:S:1:pos:R:3 method="wB97M-V/def2-TZVPD" e_tot_ha=-728.49222 homo_energy_ev="-6.337 / -8.456" gap_ev="6.1 / 9.3" lumo_energy_ev="-0.28 / 0.81" max_force_ev_per_a=3.99 total_charge=0 mol_weight_g_mol=122.60
C -1.099 1.165 -1.221
C 0.232 -0.989 -1.050
C -1.402 -0.386 0.800
C -0.812 -0.165 -0.532
N 1.674 -0.269 1.271
N 1.553 1.086 1.292
Cl 2.703 1.896 0.336
H -0.375 1.119 -2.016
H -2.039 0.847 -1.655
H -1.142 2.149 -0.713
H 0.448 -0.682 -2.056
H 0.166 -2.188 -1.035
H 1.105 -0.749 -0.355
H -2.335 -0.981 0.647
H -0.704 -0.994 1.412
H -1.612 0.602 1.232
H 2.572 -0.822 1.633
H 1.066 -0.639 2.010

4.
18
Properties=species:S:1:pos:R:3 method="wB97M-V/def2-TZVPD" e_tot_ha=-741.22427 homo_energy_ev=0.446 gap_ev=5.5 lumo_energy_ev=5.98 smiles=NC[C@H](C[S-])NC[O-] max_force_ev_per_a=3.30 total_charge=-2 mol_weight_g_mol=134.20
C 1.303 0.372 -0.270
N 2.093 0.101 -1.463
C -0.133 0.024 -0.111
C -1.011 1.168 -0.691
S -0.733 1.266 -2.488
N -0.401 -0.195 1.323
C -0.988 -1.553 1.688
O -1.868 -1.235 2.672
H 1.385 1.503 -0.266
H 1.906 -0.040 0.664
H 2.215 0.803 -2.177
H 1.987 -0.746 -2.047
H -0.380 -0.917 -0.634
H -0.713 2.001 -0.132
H -2.017 1.095 -0.309
H -1.084 0.461 1.547
H -1.442 -1.920 0.740
H -0.118 -2.187 1.953

5.
51
Properties=species:S:1:pos:R:3 method="wB97M-V/def2-TZVPD" e_tot_ha=-1133.04395 homo_energy_ev=-8.285 gap_ev=8.9 lumo_energy_ev=0.63 smiles="CCCOC(=O)Cc1ccc(OCC(=O)N(CC)CC)c(OC)c1" max_force_ev_per_a=0.73 total_charge=0 mol_weight_g_mol=337.42
C 2.894 2.480 -0.018
C 4.177 2.202 -0.792
C 5.297 1.712 0.123
H 5.492 2.430 0.923
H 6.209 1.541 -0.458
O 4.937 0.503 0.790
C 5.025 -0.629 0.089
O 5.475 -0.709 -1.023
C 4.438 -1.785 0.877
C 2.941 -1.648 0.774
C 2.232 -0.893 1.695
C 0.868 -0.717 1.548
C 0.174 -1.283 0.487
C 0.880 -2.074 -0.439
C 2.253 -2.225 -0.280
H 2.774 -2.817 -1.017
O 0.361 -2.701 -1.532
C -1.012 -3.022 -1.596
H -1.628 -2.143 -1.803
H -1.360 -3.494 -0.675
H -1.101 -3.729 -2.421
O -1.169 -1.081 0.271
C -1.933 -0.457 1.280
C -3.420 -0.572 0.920
O -4.174 -1.192 1.646
N -3.842 0.042 -0.203
C -3.006 0.827 -1.086
H -1.971 0.508 -0.978
C -3.117 2.330 -0.829
H -4.112 2.693 -1.071
H -2.910 2.555 0.215
H -2.398 2.860 -1.448
H -3.308 0.613 -2.117
C -5.261 -0.060 -0.513
C -6.124 0.839 0.367
H -7.170 0.718 0.095
H -6.000 0.553 1.407
H -5.852 1.885 0.253
H -5.561 -1.099 -0.350
H -5.397 0.189 -1.567
H -1.802 -0.969 2.241
H -1.655 0.601 1.394
H 0.343 -0.113 2.271
H 2.742 -0.431 2.526
H 4.776 -2.721 0.435
H 4.757 -1.712 1.915
H 4.520 3.108 -1.293
H 3.992 1.441 -1.552
H 2.112 2.817 -0.694
H 3.060 3.252 0.731
H 2.552 1.577 0.483

6.
16
Properties=species:S:1:pos:R:3 method="wB97M-V/def2-TZVPD" e_tot_ha=-325.84004 homo_energy_ev=-9.553 gap_ev=10.6 lumo_energy_ev=1.01 smiles=O[C@H]1C[C@]2(CN2)C1 max_force_ev_per_a=0.35 total_charge=0 mol_weight_g_mol=99.13
O -2.175 -0.703 1.220
C -1.399 -0.726 0.047
C -0.948 0.655 -0.504
C 0.496 0.283 -0.174
C 1.762 0.747 -0.767
N 1.372 1.163 0.584
C 0.090 -1.135 0.231
H -1.746 -0.105 1.846
H -1.959 -1.344 -0.659
H -1.335 1.517 0.050
H -1.148 0.799 -1.571
H 1.761 1.545 -1.507
H 2.568 0.022 -0.880
H 1.894 0.630 1.276
H 0.432 -1.919 -0.452
H 0.335 -1.428 1.260

7.
9
Properties=species:S:1:pos:R:3 method="wB97M-V/def2-TZVPD" e_tot_ha=-527.38195 homo_energy_ev=-20.320 gap_ev=9.3 lumo_energy_ev=-11.00 max_force_ev_per_a=4.27 total_charge=+2 mol_weight_g_mol=112.03
H 0.738 -2.491 1.494
F -1.776 0.525 -0.281
O 0.094 1.628 -0.065
C -0.478 0.601 -0.239
Na -0.188 4.280 0.278
O 0.070 -1.805 1.269
C 0.231 -0.814 -0.985
C 0.295 -1.096 0.281
H 1.014 -0.826 -1.752

8.
17
Properties=species:S:1:pos:R:3 method="wB97M-V/def2-TZVPD" e_tot_ha=-360.05201 homo_energy_ev=-7.814 gap_ev=8.6 lumo_energy_ev=0.74 smiles="C=CN/C(C=C)=N/N" max_force_ev_per_a=4.45 total_charge=0 mol_weight_g_mol=111.15
C -0.828 0.386 -0.046
C 1.351 0.619 1.125
C 1.504 -0.516 1.885
C -0.272 -0.875 -0.512
C 0.874 -0.771 -1.199
H -3.423 0.790 -1.778
H -2.188 -0.398 -1.708
H 0.100 2.177 0.572
H 2.269 1.320 1.051
H 2.526 -0.875 1.863
H 0.690 -1.005 2.299
H -0.681 -1.767 -0.013
H 1.242 0.154 -1.538
H 1.568 -1.555 -1.387
N -2.790 0.197 -1.164
N -1.993 0.935 -0.238
N 0.051 1.185 0.789

9.
20
Properties=species:S:1:pos:R:3 method="wB97M-V/def2-TZVPD" e_tot_ha=-291.11245 homo_energy_ev=-8.618 gap_ev=9.8 lumo_energy_ev=1.16 smiles="C=CCCNCC" max_force_ev_per_a=1.48 total_charge=0 mol_weight_g_mol=99.18
C 0.517 1.109 -1.711
N -0.575 0.885 -0.772
C -0.332 0.319 0.552
C -0.622 -1.150 0.753
C -0.014 -1.630 2.058
C -0.225 -2.777 2.678
C 0.587 2.487 -2.344
H 1.450 0.913 -1.182
H 0.425 0.327 -2.469
H -1.276 0.278 -1.176
H -0.829 0.912 1.320
H 0.742 0.472 0.718
H -0.194 -1.776 -0.029
H -1.682 -1.430 0.778
H 0.654 -0.904 2.515
H 0.464 -3.008 3.482
H -0.879 -3.534 2.261
H 1.561 2.648 -2.804
H 0.463 3.256 -1.581
H -0.237 2.606 -3.047

10.
18
Properties=species:S:1:pos:R:3 method="wB97M-V/def2-TZVPD" e_tot_ha=-858.50731 homo_energy_ev="-13.931 / -12.633" gap_ev="8.7 / 7.8" lumo_energy_ev="-5.24 / -4.82" max_force_ev_per_a=0.93 total_charge=+1 mol_weight_g_mol=124.08
C -2.581 0.106 -0.098
C -1.180 0.410 0.386
C 1.243 -0.059 -0.165
N -0.164 -0.220 -0.519
P 1.805 1.636 0.163
P 2.244 -1.501 0.243
H -3.298 0.526 0.602
H -2.778 0.548 -1.073
H -2.760 -0.966 -0.151
H -0.991 0.013 1.391
H -0.992 1.486 0.412
H 0.759 0.032 2.425
H -0.317 0.193 -1.452
H -0.384 -1.226 -0.594
H 3.056 1.237 0.617
H 2.273 1.899 -1.136
H 1.233 -2.440 -0.026
H 2.831 -1.673 -1.024

11.
45
Properties=species:S:1:pos:R:3 method="wB97M-V/def2-TZVPD" e_tot_ha=-1071.42657 homo_energy_ev=-8.262 gap_ev=9.0 lumo_energy_ev=0.70 smiles="COc1ccccc1OCc1ccc(C(=O)NCCN(C)C)o1" max_force_ev_per_a=1.34 total_charge=0 mol_weight_g_mol=318.37
C 1.887 2.264 -1.210
H 0.869 2.489 -1.524
O 1.878 0.904 -0.863
C 3.035 0.340 -0.416
C 4.247 0.993 -0.281
C 5.362 0.315 0.197
C 5.269 -1.014 0.542
C 4.060 -1.686 0.411
C 2.942 -1.026 -0.067
O 1.712 -1.583 -0.248
C 1.476 -2.879 0.243
C 0.022 -3.177 0.052
C -0.649 -4.363 -0.077
C -2.014 -4.028 -0.205
C -2.078 -2.660 -0.154
C -3.237 -1.754 -0.263
O -4.386 -2.160 -0.262
N -2.898 -0.454 -0.384
H -1.929 -0.172 -0.336
C -3.871 0.607 -0.414
H -4.846 0.160 -0.207
C -3.527 1.663 0.639
N -2.213 2.236 0.382
C -1.567 2.707 1.589
H -1.481 1.884 2.296
H -0.565 3.051 1.339
H -2.110 3.534 2.072
C -2.265 3.279 -0.621
H -2.679 2.882 -1.545
H -1.254 3.633 -0.820
H -2.878 4.139 -0.304
H -3.503 1.172 1.615
H -4.317 2.432 0.662
H -3.899 1.057 -1.413
O -0.836 -2.148 0.009
H -2.843 -4.693 -0.327
H -0.221 -5.344 -0.079
H 1.733 -2.937 1.314
H 2.072 -3.632 -0.295
H 4.005 -2.729 0.681
H 6.132 -1.545 0.915
H 6.299 0.841 0.296
H 4.339 2.035 -0.542
H 2.575 2.468 -2.037
H 2.153 2.897 -0.356

12.
86
Properties=species:S:1:pos:R:3 method="wB97M-V/def2-TZVPD" s_squared=2.01 e_tot_ha=-2633.11035 homo_energy_ev="-1.685 / -1.985" multiplicity=3 gap_ev="6.2 / 6.5" lumo_energy_ev="4.55 / 4.54" max_force_ev_per_a=0.52 total_charge=-2 mol_weight_g_mol=794.90
Pt -0.282 -1.768 0.452
C -2.406 1.389 -1.494
C -1.410 1.633 -2.624
C -1.183 0.347 -3.417
C -1.914 2.735 -3.552
O -0.196 2.114 -2.063
Si 1.001 1.204 -1.345
O 0.441 -0.040 -0.572
O 1.805 2.297 -0.382
C 1.273 3.048 0.701
C 0.650 4.332 0.150
C 0.235 2.272 1.510
C 2.465 3.392 1.591
O 2.081 0.901 -2.555
C 2.962 -0.223 -2.648
C 3.710 -0.418 -1.332
C 3.944 0.129 -3.764
C 2.172 -1.473 -3.010
H -3.354 0.998 -1.874
H -2.594 2.325 -0.960
H -1.980 0.666 -0.799
H -2.110 0.027 -3.901
H -0.852 -0.454 -2.754
H -0.419 0.513 -4.179
H -2.876 2.463 -3.992
H -1.191 2.906 -4.352
H -2.032 3.663 -2.988
H -0.167 4.081 -0.527
H 1.398 4.896 -0.410
H 0.268 4.956 0.963
H -0.642 2.035 0.907
H -0.089 2.868 2.367
H 0.643 1.331 1.880
H 3.215 3.930 1.006
H 2.917 2.476 1.971
H 2.158 4.013 2.437
H 4.229 0.505 -1.060
H 4.435 -1.231 -1.424
H 3.012 -0.702 -0.544
H 4.496 1.034 -3.503
H 3.400 0.309 -4.693
H 4.652 -0.689 -3.921
H 1.419 -1.679 -2.251
H 2.822 -2.347 -3.056
H 1.676 -1.335 -3.976
C 3.713 -1.604 2.637
C 3.014 -2.831 3.248
C 1.637 -2.299 3.669
O 1.724 -0.876 3.682
C 2.629 -0.527 2.634
H 4.068 -1.803 1.626
H 4.558 -1.287 3.253
H 3.572 -3.218 4.104
H 2.885 -3.628 2.520
H 1.329 -2.608 4.670
H 0.883 -2.629 2.945
H 3.007 0.472 2.856
H 2.104 -0.506 1.673
C -2.584 1.409 4.096
C -1.821 0.254 4.206
C -1.755 -0.652 3.161
C -2.428 -0.423 1.955
C -3.188 0.755 1.852
C -3.265 1.647 2.908
N -2.243 -1.305 0.885
C -3.288 -1.618 0.040
C -4.644 -1.433 0.378
C -5.658 -1.760 -0.507
C -5.378 -2.295 -1.757
C -4.045 -2.522 -2.087
C -3.023 -2.201 -1.215
H -2.630 2.121 4.911
H -1.257 0.057 5.110
H -1.149 -1.545 3.245
H -3.691 0.973 0.920
H -3.845 2.556 2.790
H -4.900 -1.035 1.351
H -6.688 -1.596 -0.207
H -6.174 -2.543 -2.449
H -3.791 -2.960 -3.046
H -1.994 -2.407 -1.484
O 2.178 -4.412 -1.230
S 1.349 -3.972 -0.125
O 1.738 -2.561 0.317
O 1.370 -4.876 1.026
O -0.100 -3.740 -0.573